Entry from the Open Molecules 2025 dataset: one molecule with the formula C22H39NO3 (ωB97M-V/def2-TZVPD).

Values from the calculation:
E_HOMO: -9.0 eV
SMILES: CCCCC/C=C\C/C=C\CCCCCCCC(=O)NCCCC(=O)O
Charge: 0
M: 365.56 u
E_tot: -31080.3808 eV
ΔE to the lowest compared entry with this formula, charge and spin: 4.0 kcal/mol

Bonds (Å) are listed after each position.
Atoms and positions in Å:
1 C -0.914 -2.357 3.004  C2 1.524, H27 1.087, H28 1.088, H29 1.088
2 C -0.319 -2.426 1.602  C1 1.524, C3 1.529, H30 1.090, H31 1.093
3 C -0.291 -3.843 1.027  C2 1.529, C4 1.529, H32 1.093, H33 1.093
4 C -1.663 -4.493 0.849  C3 1.529, C5 1.533, H34 1.091, H35 1.093
5 C -2.578 -3.725 -0.112  C4 1.533, C6 1.497, H36 1.094, H37 1.088
6 C -3.813 -4.513 -0.418  C5 1.497, C7 1.324, H38 1.083
7 C -5.041 -4.261 0.008  C6 1.324, C8 1.503, H39 1.083
8 C -5.465 -3.106 0.873  C7 1.503, C9 1.502, H40 1.088, H41 1.095
9 C -5.961 -1.984 0.007  C8 1.502, C10 1.324, H42 1.083
10 C -5.576 -0.717 0.026  C9 1.324, C11 1.497, H43 1.083
11 C -4.554 -0.084 0.918  C10 1.497, C12 1.532, H44 1.094, H45 1.090
12 C -3.338 0.385 0.114  C11 1.532, C13 1.526, H46 1.093, H47 1.092
13 C -2.274 1.013 1.011  C12 1.526, C14 1.527, H48 1.093, H49 1.092
14 C -1.011 1.381 0.236  C13 1.527, C15 1.527, H50 1.093, H51 1.093
15 C 0.070 1.958 1.146  C14 1.527, C16 1.526, H52 1.092, H53 1.093
16 C 1.345 2.280 0.372  C15 1.526, C17 1.531, H54 1.093, H55 1.092
17 C 2.435 2.860 1.279  C16 1.531, C18 1.519, H56 1.091, H57 1.091
18 C 3.658 3.247 0.467  C17 1.519, O19 1.215, N20 1.353
19 O 3.850 4.373 0.055  C18 1.215
20 N 4.530 2.234 0.256  C18 1.353, C21 1.443, H58 1.008
21 C 5.749 2.409 -0.497  N20 1.443, C22 1.531, H59 1.095, H60 1.093
22 C 5.724 1.715 -1.861  C21 1.531, C23 1.527, H61 1.090, H62 1.092
23 C 4.587 2.230 -2.740  C22 1.527, C24 1.505, H63 1.092, H64 1.091
24 C 3.282 1.537 -2.448  C23 1.505, O25 1.204, O26 1.335
25 O 3.143 0.541 -1.786  C24 1.204
26 O 2.254 2.150 -3.040  C24 1.335, H65 0.971
27 H -1.970 -2.613 2.994  C1 1.087
28 H -0.813 -1.353 3.411  C1 1.088
29 H -0.400 -3.047 3.670  C1 1.088
30 H -0.880 -1.771 0.935  C2 1.090
31 H 0.708 -2.053 1.635  C2 1.093
32 H 0.211 -3.811 0.056  C3 1.093
33 H 0.309 -4.477 1.686  C3 1.093
34 H -2.160 -4.591 1.815  C4 1.091
35 H -1.515 -5.504 0.459  C4 1.093
36 H -2.037 -3.546 -1.046  C5 1.094
37 H -2.843 -2.760 0.315  C5 1.088
38 H -3.647 -5.386 -1.037  C6 1.083
39 H -5.847 -4.911 -0.307  C7 1.083
40 H -4.646 -2.779 1.509  C8 1.088
41 H -6.285 -3.436 1.519  C8 1.095
42 H -6.715 -2.287 -0.710  C9 1.083
43 H -6.023 -0.032 -0.684  C10 1.083
44 H -5.004 0.781 1.415  C11 1.094
45 H -4.227 -0.776 1.695  C11 1.090
46 H -2.911 -0.471 -0.416  C12 1.093
47 H -3.657 1.108 -0.640  C12 1.092
48 H -2.683 1.909 1.485  C13 1.093
49 H -2.014 0.311 1.805  C13 1.092
50 H -1.261 2.109 -0.540  C14 1.093
51 H -0.621 0.488 -0.260  C14 1.093
52 H -0.305 2.864 1.626  C15 1.092
53 H 0.299 1.235 1.933  C15 1.093
54 H 1.121 3.007 -0.412  C16 1.093
55 H 1.715 1.367 -0.099  C16 1.092
56 H 2.708 2.133 2.046  C17 1.091
57 H 2.059 3.761 1.764  C17 1.091
58 H 4.261 1.291 0.486  N20 1.008
59 H 6.589 2.024 0.091  C21 1.095
60 H 5.872 3.488 -0.628  C21 1.093
61 H 6.681 1.893 -2.351  C22 1.090
62 H 5.602 0.639 -1.722  C22 1.092
63 H 4.805 2.060 -3.797  C23 1.092
64 H 4.436 3.302 -2.603  C23 1.091
65 H 1.420 1.694 -2.841  O26 0.971